[1]
DFT (ωB97M-V with the def2-TZVPD basis set) results for a molecular structure, C41H37F5N6O2PbS2 in a non-equilibrium geometry.

Each line ends with the Mulliken charge.
Atoms and positions in Å:
Pb1 0.57979 1.09385 0.21095  0.78
C1 5.47644 1.10805 -0.58477  -0.63
O1 5.14713 1.66333 0.72477  -0.50
C2 3.86280 1.65625 0.81816  -0.17
N1 3.19820 0.95843 -0.05206  0.47
C3 4.21406 0.28656 -0.94766  -0.66
C4 3.76964 0.33320 -2.39418  0.40
C5 3.67841 1.49067 -3.13339  0.03
C6 3.49540 1.53226 -4.46557  -1.00
C7 3.39132 0.34298 -5.17125  -0.42
C8 3.48341 -0.90433 -4.48057  -0.67
C9 3.63792 -0.89532 -3.09652  -0.20
C10 3.17877 2.28072 1.94670  -0.11
C11 3.90459 2.90015 2.94190  -0.45
C12 3.21028 3.35044 4.10383  -0.88
C13 1.79272 3.28480 4.11999  -1.22
C14 1.23573 2.65027 3.02507  -0.08
N2 1.87976 2.13020 1.97720  1.39
C15 -0.16269 2.18528 3.15556  0.15
N3 -0.71506 1.27384 2.39862  0.74
C16 -1.98377 0.90223 2.97326  0.83
C17 -2.10025 1.70611 4.24377  -0.30
O2 -0.93544 2.65676 4.12741  -0.53
C18 -3.23080 0.93511 2.10399  -0.12
C19 -4.05852 -0.16044 2.15149  -0.01
C20 -5.33471 -0.13125 1.63786  -1.15
C21 -5.77126 1.04126 1.05650  -0.19
C22 -4.90168 2.12484 0.92182  -0.53
C23 -3.62192 2.07796 1.36431  -0.71
H1 6.33435 0.50592 -0.45172  0.30
H2 5.60191 1.95339 -1.21974  0.42
H3 4.39454 -0.75142 -0.65525  0.49
H4 3.87752 2.36782 -2.63319  0.48
H5 3.49683 2.47454 -4.98844  0.44
H6 3.36551 0.37527 -6.24636  0.42
H7 3.32638 -1.91247 -4.96609  0.30
H8 3.78755 -1.87875 -2.63391  0.32
H9 4.96720 2.88048 2.83413  0.66
H10 3.78315 3.55205 5.03195  0.35
H11 1.21993 3.66329 4.92925  0.65
H12 -1.94874 -0.13581 3.25380  -0.81
H13 -1.94771 1.09812 5.18790  0.27
H14 -3.07009 2.19067 4.32346  0.36
H15 -3.74681 -1.02599 2.68908  0.49
H16 -5.92006 -1.00940 1.62794  0.42
H17 -6.80745 1.15584 0.65359  0.31
H18 -5.22578 3.01936 0.33760  0.35
H19 -3.00588 2.90576 1.29362  0.71
S1 1.76848 -1.51365 0.90845  -0.22
C24 0.53592 -2.08863 1.93783  0.76
S2 -0.74895 -3.10140 1.41698  -0.44
C25 0.52004 -1.70313 3.29135  0.41
C26 -0.50616 -2.05786 4.18598  -0.09
N4 -1.32002 -2.30793 4.97161  -0.67
C27 1.47241 -0.73861 3.72796  -0.02
N5 2.22098 0.08986 4.12690  -0.59
C28 -0.02268 0.28127 -3.59435  -0.83
C29 -1.00416 -0.45434 -2.70774  -0.04
C30 -2.37445 -0.17417 -2.64378  -1.09
C31 -3.25940 -0.88762 -1.87997  0.49
C32 -4.74841 -0.54062 -1.76488  -1.19
C33 -2.81353 -1.92891 -1.01150  -0.58
C34 -1.44647 -2.14441 -0.95899  -0.79
C35 -0.52421 -1.42912 -1.83328  0.34
N6 -0.86137 -3.23502 -0.19439  1.16
C36 -0.67980 -4.61525 -0.85825  1.57
C37 -0.39647 -4.39753 -2.36147  -2.14
C38 -2.04116 -5.28146 -0.74477  -1.36
C39 0.47014 -5.34406 -0.24566  -1.47
H20 -0.14405 1.36104 -3.62105  0.40
H21 -0.11481 -0.09620 -4.60341  0.45
H22 0.94263 -0.03429 -3.35157  -0.42
H23 -2.81146 0.60994 -3.29325  0.31
H24 -5.39572 -1.26905 -2.22778  0.41
H25 -5.02092 0.48156 -2.27098  0.29
H26 -4.97431 -0.55480 -0.68257  -0.01
H27 -3.52864 -2.51513 -0.51824  0.93
H28 0.54307 -1.60366 -1.73176  0.63
H29 -1.15460 -3.93636 -2.92484  0.43
H30 -0.26756 -5.38935 -2.76687  0.63
H31 0.50977 -3.86097 -2.58072  0.36
H32 -2.83588 -4.63171 -1.09404  0.24
H33 -2.05500 -5.52695 0.30949  0.40
H34 -2.13552 -6.23626 -1.36915  0.34
H35 1.21350 -4.62234 0.01426  0.28
H36 0.88048 -6.09240 -0.93568  0.39
H37 0.02381 -5.70999 0.67285  0.40
F1 0.05105 3.60307 -1.56026  -0.30
C40 0.04921 3.59278 -0.16126  0.07
F2 -1.21718 4.06609 0.28660  -0.31
C41 0.87044 4.84030 0.08911  0.52
F3 0.81278 5.37370 1.32976  -0.29
F4 2.13374 4.53841 -0.05522  -0.22
F5 0.58184 5.88233 -0.76622  -0.30

The calculation puts the HOMO energy at -7.40 eV. For the orbital gap, the calculation gives 6.46 eV. The electronic energy comes out at -3552.0558 Eh.

---

[2]
DFT (ωB97M-V with the def2-TZVPD basis set) results for a molecular structure, CBrIN4 in a non-equilibrium geometry.

Each line ends with the Mulliken charge.
Atoms and positions in Å:
C1 0.52635 -0.10563 -0.03183  0.39
N1 -0.63738 -0.74990 0.08017  -0.11
N2 -1.77047 -0.39644 -0.01519  0.54
N3 -2.88058 -0.39053 -0.10494  -0.49
N4 0.51043 1.15962 0.08874  -0.42
Br1 2.06252 2.01773 -0.01151  -0.03
I1 2.18913 -1.53484 -0.00544  0.12

The calculation puts the HOMO energy at -9.57 eV. For the orbital gap, the calculation gives 9.09 eV. The electronic energy comes out at -3128.7195 Eh.

---

[3]
DFT (ωB97M-V with the def2-TZVPD basis set) results for 5 unconnected molecules or ions with the total composition C6H20IO6 in a non-equilibrium geometry.

Each line ends with the Mulliken charge.
Atoms and positions in Å:
I1 0.41054 0.69787 -0.06456  -0.93
C1 3.45875 2.19923 -4.98226  -0.47
O1 3.55312 1.07478 -4.19342  -0.49
H1 3.57870 3.08639 -4.36044  0.22
H2 4.17326 2.05761 -5.79313  0.19
H3 2.47167 2.27886 -5.43770  0.23
H4 3.01622 1.21668 -3.41036  0.31
C2 -3.22312 2.59017 4.13035  -0.59
O2 -2.71739 1.24534 3.85285  -0.51
H5 -3.46611 2.43760 5.18191  0.23
H6 -2.49376 3.37612 4.32637  0.28
H7 -4.20059 2.84568 3.72125  0.26
H8 -2.06842 1.22333 3.14577  0.32
C3 -5.37647 -1.68498 -0.30764  -0.30
C4 -4.32524 -2.47242 -1.11350  -0.44
O3 -3.54198 -1.61087 -2.02065  -0.50
O4 -6.56215 -1.53318 -1.00638  -0.54
H9 -5.02907 -0.67285 -0.10024  0.27
H10 -5.62849 -2.25507 0.58656  0.31
H11 -4.70031 -3.31406 -1.69579  0.27
H12 -3.71546 -2.85700 -0.29596  0.31
H13 -2.76949 -1.48557 -1.46462  0.32
H14 -6.37243 -0.90108 -1.70355  0.31
C5 4.90652 -0.90126 0.57445  -0.31
C6 4.81550 -0.68832 2.12873  -0.31
O5 4.31952 0.59930 2.49816  -0.55
O6 4.12266 -2.04849 0.32490  -0.53
H15 5.96039 -1.12010 0.40247  0.21
H16 4.72875 -0.01877 -0.04014  0.27
H17 5.79464 -0.93196 2.54107  0.31
H18 4.12103 -1.45937 2.46234  0.23
H19 3.43724 0.66683 2.12585  0.31
H20 3.32200 -1.64048 -0.01284  0.32

The calculation puts the HOMO energy at -4.36 eV. Its charge is -1. For the orbital gap, the calculation gives 7.27 eV. The electronic energy comes out at -989.7214 Eh.

---

> What is the orbital gap in the first record?

6.46 eV